1.
ORCA calculation (ωB97M-V with the def2-TZVPD basis set) on a molecular structure, C26H29N8O2PPdS2.

Last column: Mulliken charge in e.
Geometry (Å):
Pd: -0.18114 0.65231 0.39544  -0.18
C: 2.78242 -1.58812 -0.36769  -1.16
N: 2.95173 -0.37598 0.41515  -0.15
C: 2.99477 -0.56723 1.86326  -1.27
C: 2.07677 -1.60051 2.45413  0.82
N: 2.46026 -2.81678 2.77365  -0.83
C: 1.30459 -3.43999 3.21334  0.71
C: 1.09646 -4.74367 3.66192  -0.75
C: -0.18797 -5.11468 4.01453  -0.39
C: -1.25993 -4.21120 3.92625  -0.45
C: -1.07294 -2.91185 3.49310  -0.82
C: 0.22349 -2.54362 3.14739  0.52
N: 0.75964 -1.36477 2.69703  0.33
C: 1.35508 -1.99671 -0.62211  -0.03
N: 0.27445 -1.30407 -0.37150  0.44
C: -0.78381 -2.07788 -0.83619  0.00
C: -2.15106 -1.82099 -0.81807  -0.56
C: -2.98507 -2.77534 -1.37131  -0.75
C: -2.47539 -3.95739 -1.93021  -0.34
C: -1.11804 -4.22419 -1.94579  -1.03
C: -0.28564 -3.26198 -1.38711  0.54
N: 1.08028 -3.19759 -1.20799  0.17
H: 3.29672 -2.42143 0.11706  0.47
H: 3.24187 -1.44877 -1.35057  0.31
H: 2.20236 0.26788 0.15083  0.01
H: 2.79527 0.40299 2.32003  0.42
H: 4.00423 -0.87913 2.14260  0.36
H: 1.92192 -5.44270 3.71580  0.40
H: -0.37795 -6.12577 4.35484  0.36
H: -2.25513 -4.54344 4.19521  0.37
H: -1.89542 -2.21318 3.41089  0.45
H: 0.25701 -0.56173 2.27106  -0.21
H: -2.52068 -0.89829 -0.38562  0.50
H: -4.05449 -2.60522 -1.37944  0.41
H: -3.16147 -4.67636 -2.36168  0.37
H: -0.72028 -5.13215 -2.38012  0.42
H: 1.76819 -3.76861 -1.69122  0.28
N: 1.74111 -0.26398 -3.44281  -0.52
C: 1.99490 -1.19526 -4.08045  0.41
C: 2.29756 -2.37036 -4.80631  0.15
C: 2.28527 -2.38925 -6.21534  0.02
N: 2.28466 -2.41216 -7.37241  -0.62
C: 2.59487 -3.53159 -4.07898  0.39
N: 2.82123 -4.46252 -3.42367  -0.75
C: -1.02115 7.12019 0.60557  -1.41
C: -0.88343 5.85471 1.43211  0.84
C: -0.58069 6.12549 2.89304  -1.43
O: -2.12677 5.14227 1.37202  -0.44
P: -2.19001 3.70134 0.62776  0.69
S: -4.05300 3.11949 0.61367  -0.55
S: -0.80667 2.56136 1.54776  -0.44
O: -1.67941 4.21477 -0.82261  -0.37
C: -1.26757 3.44135 -1.97362  0.41
C: -2.00210 2.12142 -2.11721  -0.94
C: 0.24042 3.27490 -1.95781  -0.95
H: -0.09184 7.69549 0.62678  0.37
H: -1.82721 7.74241 1.00207  0.31
H: -1.25626 6.85994 -0.42574  0.31
H: -0.09132 5.22612 1.01766  0.30
H: -1.38639 6.71203 3.34135  0.32
H: 0.35647 6.67857 2.99693  0.39
H: -0.49522 5.17892 3.42584  0.27
H: -1.54669 4.08693 -2.81351  0.09
H: -1.75619 1.45705 -1.28370  -0.18
H: -1.68241 1.63808 -3.04226  0.49
H: -3.08064 2.27127 -2.12903  0.34
H: 0.54131 2.73278 -1.05940  -0.02
H: 0.73111 4.25141 -1.95814  0.32
H: 0.57495 2.70499 -2.82645  0.48

Output
Lowest unoccupied orbital energy (eV): 4.505
E_HOMO (eV): -1.83
Gap between HOMO and LUMO (eV): 6.332
Total charge: -2

2.
ORCA calculation (ωB97M-V with the def2-TZVPD basis set) on a single C4H6O2 molecule.

Last column: Mulliken charge in e.
Geometry (Å):
C: -0.55515 -0.84966 1.10705  -0.75
C: 0.15093 0.43988 0.81344  -0.07
O: 1.35866 0.33581 0.09050  -0.40
C: 0.93512 0.34282 -1.25312  -0.07
O: -0.23784 -0.43247 -1.29836  -0.40
C: -0.91989 -0.07280 -0.11903  -0.06
H: -1.28574 -0.78530 1.90960  0.28
H: -0.03003 -1.78900 0.98579  0.24
H: 0.11545 1.27505 1.50888  0.36
H: 0.71616 1.37879 -1.55753  0.27
H: 1.68938 -0.10944 -1.89868  0.22
H: -1.93704 0.26633 -0.28854  0.37

Output
Lowest unoccupied orbital energy (eV): 1.124
E_HOMO (eV): -9.77
SMILES: C1O[C@H]2C[C@H]2O1
Gap between HOMO and LUMO (eV): 10.899

3.
ORCA calculation (ωB97M-V with the def2-TZVPD basis set) on a molecular structure, C23H23N2NiO3S2.

Last column: Mulliken charge in e.
Geometry (Å):
Ni: -0.24830 0.10018 -0.09003  0.29
C: -1.74720 0.20208 2.62678  -1.43
N: -0.32597 0.19059 2.28385  1.26
C: 0.33246 1.46050 2.59175  -0.88
C: 0.16237 2.46132 1.46198  -1.24
N: 0.75444 1.98646 0.17566  1.55
C: 2.21775 1.91570 0.30627  -1.56
C: 0.32858 2.92140 -0.86130  0.12
C: 1.12701 3.98097 -1.27104  -0.47
C: 0.66294 4.89126 -2.21174  -0.77
C: -0.61576 4.74276 -2.72949  -0.50
C: -1.41325 3.68801 -2.31958  -0.66
C: -0.95843 2.75202 -1.38662  0.23
S: -1.93239 1.38968 -0.89796  -0.51
C: 0.39782 -0.92918 2.83330  -0.65
C: 0.25436 -1.27783 4.17124  -0.38
C: 0.97668 -2.32315 4.72431  -0.81
C: 1.86343 -3.02547 3.91769  -0.51
C: 2.01205 -2.68413 2.58637  -0.75
C: 1.28833 -1.63324 2.00543  0.95
S: 1.53810 -1.26549 0.30763  -0.47
H: -1.92049 0.42352 3.68970  0.36
H: -2.17735 -0.76271 2.36855  0.34
H: -2.25124 0.95907 2.02458  0.38
H: 1.39031 1.26758 2.77042  0.49
H: -0.07375 1.90257 3.51443  0.42
H: 0.63970 3.41191 1.73396  0.45
H: -0.89618 2.64473 1.28125  0.53
H: 2.61353 2.81425 0.79404  0.41
H: 2.66103 1.81543 -0.68245  0.41
H: 2.48877 1.03133 0.87323  0.29
H: 2.12001 4.10641 -0.86256  0.36
H: 1.29885 5.70589 -2.53376  0.38
H: -0.98910 5.44344 -3.46665  0.36
H: -2.40379 3.55390 -2.73602  0.41
H: -0.43964 -0.72333 4.79204  0.28
H: 0.84636 -2.58616 5.76652  0.37
H: 2.43475 -3.85073 4.32611  0.36
H: 2.69102 -3.24276 1.95410  0.40
O: -2.03676 -4.81152 -2.20726  -0.70
C: -1.35983 -3.83831 -2.83220  0.14
C: -0.81979 -4.11624 -4.08965  -0.73
C: -0.13602 -3.14209 -4.78702  -0.17
C: 0.01511 -1.86714 -4.25468  -1.20
C: -0.50783 -1.60182 -3.00276  0.23
C: -1.17890 -2.56568 -2.25108  0.22
C: -1.74363 -2.34749 -0.85867  0.71
O: -2.51463 -3.24114 -0.44972  -0.83
O: -1.46969 -1.36245 -0.08792  -0.42
H: -2.35476 -4.37689 -1.35477  0.43
H: -0.95931 -5.10915 -4.49802  0.40
H: 0.27287 -3.37489 -5.76391  0.34
H: 0.52763 -1.09241 -4.80966  0.41
H: -0.44228 -0.61157 -2.58468  0.39

Output
Lowest unoccupied orbital energy (spin up / spin down) (eV): 2.667 / 2.662
E_HOMO (spin up / spin down) (eV): -4.50 / -4.48
Gap between HOMO and LUMO (spin up / spin down) (eV): 7.166 / 7.142
Total charge: -1

Number 1: total energy -77894.4143 eV. Number 2: total energy -8338.2164 eV. Number 3: total energy -96064.7892 eV.